No. 1
145
Properties=species:S:1:pos:R:3:forces:R:3 method="wB97M-V/def2-TZVPD" relative_energy_kcal_mol=26.3 homo_energy_ha="-0.14791 / -0.24120" s_squared=0.773 lumo_energy_ev="0.5 / 0.5" energy_ev=-129713.60634 multiplicity=2 max_force_ev_per_a=1.76
Hg 1.355957 0.768408 -0.415531 0.032 0.495 0.276
N -0.641692 0.047845 -0.609422 -1.574 -0.797 0.010
S -1.479749 -1.147772 -0.718674 0.452 0.364 0.224
N -1.074063 -2.521379 0.092844 -0.256 0.098 -0.315
S -0.178828 -3.644511 -0.531729 0.203 -0.519 0.755
N 1.171846 -3.247993 -1.228180 0.310 -0.278 0.081
S 2.422226 -2.466722 -0.504391 -0.529 0.586 -0.034
N 2.426093 -1.007688 -0.433852 0.841 -1.548 0.057
C 3.750756 -3.155243 -1.491346 -0.110 -0.281 0.023
C 3.729970 -4.493546 -1.857895 -0.053 -0.020 -0.060
C 4.816687 -5.035833 -2.522695 0.022 -0.036 0.015
C 5.911839 -4.238285 -2.830317 -0.046 0.064 0.024
C 5.904692 -2.891370 -2.495665 0.091 -0.104 -0.061
C 4.823586 -2.347150 -1.820911 -0.184 0.225 0.194
C 2.696369 -3.156426 1.134889 0.198 -0.216 -0.111
C 1.964466 -2.548732 2.144340 -0.205 0.026 -0.177
C 2.175387 -2.916026 3.459277 0.095 -0.093 0.029
C 3.145308 -3.867172 3.764844 -0.097 0.092 0.016
C 3.883454 -4.455876 2.752122 0.062 -0.058 0.001
C 3.660590 -4.111112 1.425649 -0.057 0.000 -0.110
C -1.034859 -4.514482 -1.780283 0.026 0.388 -0.394
C -0.399222 -4.969095 -2.941250 0.090 0.134 0.235
C -1.098503 -5.786712 -3.808850 -0.165 -0.180 -0.013
C -2.405802 -6.169710 -3.525551 0.056 0.008 -0.126
C -3.019345 -5.735523 -2.351017 0.003 -0.013 0.065
C -2.344078 -4.916568 -1.474429 0.149 0.051 0.110
C 0.006301 -4.821431 0.729542 0.167 1.101 -0.292
C -0.773984 -4.780405 1.901395 -0.222 0.086 0.105
C -0.680725 -5.814883 2.806964 -0.051 0.068 -0.074
C 0.172780 -6.894000 2.578011 0.080 -0.204 0.124
C 0.913788 -6.949350 1.392349 -0.086 0.079 -0.050
C 0.821725 -5.940618 0.464431 0.228 -0.127 -0.187
C -3.137729 -0.924549 -0.052589 0.165 -0.265 0.052
C -3.571970 -1.644158 1.048183 0.100 -0.034 -0.019
C -4.862350 -1.452476 1.517994 -0.044 0.112 0.009
C -5.697694 -0.537587 0.893259 -0.010 -0.057 0.074
C -5.241483 0.202006 -0.189090 -0.004 0.035 0.002
C -3.956088 0.010526 -0.664153 0.138 0.164 -0.065
C -1.822336 -1.599141 -2.423061 -0.193 0.001 0.101
C -3.026640 -2.176640 -2.802442 0.108 -0.028 -0.039
C -3.225018 -2.495472 -4.136198 -0.028 -0.020 0.019
C -2.232577 -2.235441 -5.070051 0.020 0.046 -0.015
C -1.047399 -1.622558 -4.682947 -0.047 -0.036 -0.057
C -0.842049 -1.294874 -3.354286 0.156 0.055 0.207
H 2.862110 -5.093347 -1.628598 0.008 -0.065 0.019
H 4.812109 -6.083021 -2.794274 -0.015 -0.006 -0.024
H 6.764526 -4.669407 -3.337828 0.009 0.024 -0.030
H 6.744092 -2.261507 -2.756921 -0.001 0.028 -0.004
H 4.789901 -1.298482 -1.564327 0.008 0.083 0.039
H 1.243456 -1.785692 1.887337 -0.019 0.053 0.053
H 1.589057 -2.450362 4.240277 0.010 0.012 0.018
H 3.328601 -4.140781 4.795682 -0.012 -0.028 0.010
H 4.644518 -5.187436 2.990700 -0.011 -0.020 -0.006
H 4.241062 -4.572683 0.639430 0.024 -0.005 0.027
H 0.613797 -4.645037 -3.134688 -0.015 -0.016 -0.141
H -0.626602 -6.132256 -4.719542 0.036 0.022 -0.010
H -2.945636 -6.805690 -4.213744 0.004 -0.020 -0.008
H -4.031246 -6.044305 -2.123216 -0.018 0.006 0.012
H -2.789350 -4.575707 -0.547310 -0.129 -0.043 -0.025
H -1.406229 -3.921494 2.075948 0.009 -0.041 0.118
H -1.273204 -5.781499 3.712610 0.008 0.035 0.020
H 0.254952 -7.690340 3.304606 -0.023 -0.008 0.008
H 1.559384 -7.795477 1.195308 0.013 -0.010 -0.009
H 1.365365 -5.984917 -0.469656 0.067 -0.109 0.017
H -2.894159 -2.337442 1.522930 -0.075 -0.073 0.005
H -5.211693 -2.019188 2.370733 -0.007 0.009 0.010
H -6.708142 -0.397024 1.253404 -0.010 0.018 0.016
H -5.892772 0.927958 -0.657940 0.014 0.002 -0.033
H -3.579343 0.573286 -1.509121 -0.020 0.044 -0.042
H -3.792772 -2.378867 -2.067811 -0.028 -0.051 -0.010
H -4.159394 -2.944925 -4.444792 0.008 -0.047 -0.003
H -2.388728 -2.503828 -6.106569 -0.007 0.031 -0.022
H -0.289314 -1.386146 -5.417221 0.032 -0.034 0.002
H 0.068016 -0.809690 -3.020805 0.002 0.003 -0.058
C 3.868254 4.723425 0.942262 -0.071 0.022 0.107
C 2.742715 4.294509 1.894477 0.094 -0.197 -0.154
C 3.005884 2.877180 2.398849 -0.102 0.181 0.027
C 1.405977 4.510526 1.203100 0.004 -0.063 0.048
C 0.572074 5.513557 1.675600 -0.035 0.031 0.030
C -0.519804 5.954821 0.945665 0.004 0.096 0.006
C -0.697096 5.454442 -0.331926 -0.060 0.047 0.098
C 0.088360 4.425115 -0.836431 0.019 -0.156 -0.105
C -0.032692 4.133189 -2.327193 0.278 -0.207 0.090
C 1.242648 4.621047 -3.027895 -0.099 0.020 0.006
C -0.280538 2.677799 -2.728366 -0.096 0.069 0.100
C 1.077967 3.835812 -0.003240 -0.347 0.174 0.209
O 1.780580 2.767269 -0.358295 0.343 1.195 -0.240
H 4.842013 4.606051 1.424402 0.042 0.013 -0.017
H 3.745829 5.767251 0.649001 0.037 0.006 -0.021
H 3.844353 4.104706 0.044503 0.030 -0.013 -0.020
H 2.768300 4.965668 2.760633 -0.094 -0.002 -0.030
H 3.159642 2.204164 1.558584 0.001 -0.049 0.051
H 2.158770 2.503322 2.969503 0.047 0.004 0.016
H 3.893525 2.862784 3.037634 0.064 0.000 -0.002
H 0.797741 5.978489 2.630276 0.054 -0.009 -0.006
H -1.173585 6.725218 1.338096 0.029 0.029 -0.010
H -1.465877 5.885683 -0.966827 0.011 -0.045 -0.032
H -0.882193 4.726539 -2.687712 0.048 0.015 0.033
H 2.081890 4.013746 -2.685945 0.060 0.006 -0.021
H 1.451329 5.665346 -2.793096 -0.020 0.025 -0.011
H 1.155668 4.514916 -4.112013 0.021 -0.006 -0.017
H 0.645135 2.107234 -2.652262 0.013 -0.042 -0.033
H -0.612654 2.627180 -3.769222 -0.016 -0.015 0.015
H -1.025864 2.198459 -2.091496 -0.046 -0.075 -0.016
C -4.706711 5.330541 -2.175318 -0.041 -0.119 0.063
C -4.858647 4.196309 -1.167377 -0.081 0.335 -0.096
N -3.656505 3.959841 -0.385438 -0.023 0.057 -0.040
C -3.566248 3.968946 0.961477 -0.048 -0.251 0.116
S -2.547834 2.913918 1.747243 0.202 -0.077 0.033
N -4.340450 4.827545 1.682587 -0.052 0.176 -0.118
C -4.622599 6.208330 1.288464 -0.087 0.022 -0.088
C -5.279968 6.922971 2.457575 0.053 -0.092 -0.084
H -5.629354 5.436374 -2.747270 0.012 0.047 -0.046
H -3.895711 5.112731 -2.870153 0.029 0.029 -0.017
H -4.489084 6.276370 -1.680599 0.031 0.006 -0.008
H -5.111611 3.281721 -1.713713 0.015 -0.039 0.136
H -5.678450 4.399878 -0.478048 -0.005 -0.097 -0.036
H -2.952890 3.373802 -0.811164 0.032 -0.025 0.065
H -4.112184 4.740742 2.662409 -0.047 -0.081 0.010
H -5.292123 6.218145 0.428080 0.048 0.061 0.047
H -3.696056 6.719845 1.003136 -0.036 -0.042 -0.054
H -6.188687 6.400752 2.757871 -0.017 0.019 0.022
H -5.539749 7.945656 2.190549 0.023 0.021 -0.002
H -4.598794 6.952858 3.309343 -0.026 0.043 0.046
N 7.070235 1.107761 1.051833 -0.038 -0.033 0.198
C 5.845477 0.804822 0.546721 -0.188 0.167 -0.657
N 5.047784 0.045487 1.311222 -0.764 -0.260 -0.031
N 5.568676 1.250631 -0.650631 0.607 0.107 0.332
C 4.416151 1.208038 -1.280669 -0.228 0.100 -0.568
N 3.514461 1.249480 -2.015635 0.508 -0.099 0.296
H 7.434157 0.551331 1.803676 0.056 -0.009 -0.024
H 7.729640 1.543074 0.432256 -0.084 0.037 -0.065
H 5.205533 -0.027648 2.302339 -0.026 0.027 -0.067
H 4.103041 -0.160763 0.976329 0.271 0.008 0.102
C -0.614809 1.181410 5.325698 -0.069 0.035 -0.140
N 0.458480 0.811820 4.425924 -0.112 0.154 0.171
C 0.286762 0.578764 3.089150 0.748 -0.415 0.493
N -0.994899 0.445969 2.673093 -0.104 -0.010 -0.556
O 1.272882 0.382063 2.370284 -0.451 0.082 -0.102
H -0.217327 1.246297 6.335692 -0.031 0.013 0.003
H -1.396683 0.419455 5.314748 0.037 -0.014 0.065
H -1.068136 2.142515 5.059875 0.016 0.008 0.057
H 1.397882 1.044151 4.696473 0.053 -0.031 -0.136
H -1.715493 0.966530 3.148172 0.013 -0.041 0.008
H -1.070572 0.471188 1.659232 -0.103 -0.029 0.010

No. 2
146
Properties=species:S:1:pos:R:3:forces:R:3 method="wB97M-V/def2-TZVPD" relative_energy_kcal_mol=0.0 homo_energy_ha="-0.05502 / -0.05538" s_squared=3.763 lumo_energy_ev="4.1 / 4.1" energy_ev=-199786.76782 multiplicity=4 max_force_ev_per_a=1.10 total_charge=-2
V 0.399105 -2.026010 1.870883 0.802 0.718 -0.243
C -0.543355 1.440119 4.339305 0.040 -0.043 0.029
N -0.323767 0.005014 4.402728 -0.101 0.017 0.036
C 0.801865 -0.409672 5.192231 -0.041 -0.009 -0.013
C 2.131408 -0.056261 4.536263 0.016 -0.001 -0.115
N 2.241074 -0.434607 3.113164 -0.165 -0.042 -0.051
C 1.837524 0.660698 2.199499 -0.029 0.009 0.181
C 3.599127 -0.852837 2.811451 -0.015 0.133 0.046
C 4.655770 0.001174 3.125236 -0.037 -0.008 -0.005
C 5.973534 -0.351765 2.884975 -0.005 -0.029 0.001
C 6.232146 -1.593671 2.312064 -0.020 -0.022 0.045
C 5.188004 -2.437250 1.983260 0.039 -0.038 0.017
C 3.841367 -2.096195 2.210522 -0.085 0.015 -0.002
S 2.573129 -3.191861 1.717290 0.207 -0.028 -0.013
C -1.545190 -0.716232 4.565474 0.096 0.077 0.016
C -2.004707 -1.089004 5.825229 0.026 0.029 -0.046
C -3.203043 -1.777115 5.974287 -0.020 -0.001 -0.044
C -3.953184 -2.065699 4.838884 0.044 0.014 0.015
C -3.498078 -1.691299 3.583231 -0.004 -0.019 0.001
C -2.277515 -1.024760 3.403992 0.033 -0.136 -0.058
S -1.664941 -0.649296 1.802229 -0.333 0.149 0.100
H -0.975600 1.826651 5.277465 0.009 0.013 -0.002
H -1.216248 1.662578 3.510678 -0.024 0.002 -0.012
H 0.396911 1.961113 4.152337 -0.041 -0.007 -0.009
H 0.752118 -1.494392 5.302593 -0.012 -0.041 -0.031
H 0.811516 0.018519 6.214876 0.010 0.003 0.011
H 2.906073 -0.588880 5.087997 0.044 -0.010 0.015
H 2.343559 1.016644 4.656454 -0.035 0.002 -0.014
H 2.255373 1.627384 2.520413 0.077 -0.033 -0.030
H 0.751369 0.755236 2.141181 0.005 -0.015 0.041
H 2.212513 0.438463 1.203391 -0.011 -0.040 -0.070
H 4.430630 0.967220 3.566135 0.015 -0.019 -0.010
H 6.779343 0.330455 3.130046 -0.018 -0.018 -0.008
H 7.252844 -1.900747 2.107936 -0.025 0.011 0.006
H 5.390546 -3.398766 1.523851 -0.012 0.026 0.015
H -1.410075 -0.836598 6.698248 -0.011 -0.007 -0.004
H -3.545825 -2.076773 6.958578 0.009 0.005 -0.024
H -4.890114 -2.606214 4.926637 0.022 0.015 0.012
H -4.067359 -1.947728 2.696775 0.020 0.009 0.020
C -1.400774 -6.880592 -0.783615 0.051 -0.073 -0.047
Si -2.681893 -6.212129 0.412723 0.084 0.090 0.065
C -3.676768 -7.678022 1.062315 -0.058 -0.083 0.012
C -3.866365 -5.050427 -0.444379 -0.097 0.023 -0.035
C -1.911652 -5.377433 1.904578 0.028 0.042 -0.053
C -2.201394 -5.754277 3.203504 -0.043 -0.070 0.077
C -1.670806 -5.066288 4.295618 0.014 0.031 -0.053
C -0.866113 -3.979307 4.034715 -0.019 -0.043 -0.005
N -0.560930 -3.587721 2.798893 -0.301 -0.482 0.177
C -1.041247 -4.271185 1.731162 -0.137 -0.085 0.018
S -0.527550 -3.664332 0.202708 -0.111 -0.072 0.081
H -1.743850 -7.820445 -1.231244 0.028 0.057 0.008
H -0.451925 -7.063047 -0.272329 -0.047 -0.014 -0.021
H -1.199473 -6.161024 -1.578669 -0.010 -0.015 0.039
H -4.140265 -8.204936 0.221429 0.017 0.019 0.053
H -4.477708 -7.358577 1.736623 0.050 -0.024 -0.036
H -3.043761 -8.393566 1.597361 -0.039 0.039 -0.032
H -4.340737 -5.539345 -1.302352 0.018 0.039 0.035
H -3.342555 -4.158261 -0.793660 -0.008 -0.031 0.014
H -4.652687 -4.729306 0.245704 0.026 -0.017 -0.043
H -2.863067 -6.596959 3.385245 0.021 0.027 -0.016
H -1.901538 -5.340073 5.315545 -0.008 -0.012 -0.003
H -0.457575 -3.380280 4.836837 0.021 0.026 0.055
C -6.701362 5.884808 0.238666 -0.027 0.023 0.011
C -5.357226 5.213442 0.125178 0.040 -0.025 -0.005
C -4.180127 5.947331 0.174866 0.035 -0.014 -0.032
C -2.934298 5.337644 0.048724 -0.076 0.001 0.050
C -1.707506 6.205638 0.176535 0.003 0.008 0.042
C -2.843589 3.949548 -0.166770 0.012 -0.014 0.073
As -1.009366 3.141652 -0.117298 0.131 0.103 -0.086
N -0.926188 1.465304 -0.720286 -0.091 -0.138 0.026
C -1.470204 0.930373 -1.837399 0.083 0.038 0.026
C -2.182039 1.590828 -2.867098 0.010 -0.033 0.004
C -2.651559 0.908356 -3.981889 0.029 -0.008 0.025
C -2.455357 -0.459420 -4.137695 0.032 0.043 0.060
C -1.767475 -1.139485 -3.125732 -0.019 0.043 0.023
C -1.292147 -0.470757 -2.018946 0.028 0.148 -0.074
C 0.005774 4.109391 -1.591344 0.121 -0.115 0.033
C -0.440150 4.807515 -2.718428 0.014 0.022 -0.066
C -1.885755 5.135372 -3.017008 -0.011 -0.054 -0.059
C 0.481146 5.281060 -3.662704 -0.031 0.033 0.015
C 1.842790 5.114128 -3.517053 -0.012 -0.011 -0.002
C 2.815355 5.597320 -4.559979 0.016 0.005 -0.034
C 2.287506 4.438075 -2.386345 -0.024 -0.048 0.033
C 1.406400 3.922836 -1.445018 -0.026 0.008 -0.048
C 2.006458 3.116352 -0.313738 -0.028 -0.043 -0.064
C -4.022507 3.185429 -0.125256 0.006 -0.034 0.003
C -4.036259 1.676676 -0.167494 -0.083 0.018 0.027
C -5.251219 3.836377 -0.003188 -0.021 0.002 0.015
H -6.588970 6.955213 0.423511 0.000 -0.027 -0.003
H -7.292649 5.463658 1.055971 0.023 -0.006 -0.016
H -7.285499 5.765036 -0.677991 0.020 -0.005 0.011
H -4.225496 7.023548 0.324987 -0.009 -0.018 -0.003
H -1.991302 7.219680 0.466227 0.008 -0.018 0.003
H -1.131343 6.260643 -0.747480 -0.038 0.005 0.019
H -1.027113 5.808148 0.935755 -0.015 -0.015 -0.009
H -2.369839 2.651137 -2.770478 -0.001 0.027 -0.026
H -3.187453 1.464345 -4.746007 -0.010 0.003 -0.012
H -2.829352 -0.982769 -5.009043 -0.005 -0.002 -0.008
H -1.606851 -2.211828 -3.204136 -0.012 0.029 -0.004
H -0.738492 -0.974771 -1.237505 -0.087 -0.200 0.066
H -2.585911 4.669853 -2.332580 0.058 0.002 -0.063
H -2.137924 4.815700 -4.031527 0.019 0.012 0.006
H -2.046221 6.217309 -2.963982 -0.006 -0.012 -0.004
H 0.099592 5.798513 -4.540960 0.010 -0.009 0.019
H 2.327699 6.260109 -5.277335 0.000 -0.011 0.016
H 3.238999 4.757285 -5.118108 -0.010 0.012 0.015
H 3.649750 6.140119 -4.109263 -0.014 -0.009 0.010
H 3.354155 4.278258 -2.245772 -0.021 -0.001 -0.017
H 3.095141 3.081084 -0.410141 -0.037 0.010 0.002
H 1.624141 2.089721 -0.332079 -0.014 0.070 -0.008
H 1.756616 3.525974 0.665794 -0.032 0.030 0.009
H -3.137988 1.231011 0.257554 -0.022 0.038 0.009
H -4.115251 1.308209 -1.193198 0.003 0.030 0.036
H -4.896581 1.305599 0.393702 -0.015 0.005 -0.019
H -6.153836 3.228464 0.012140 0.030 0.032 -0.001
C 5.335745 -0.282103 -0.738726 0.016 0.055 -0.025
C 4.568470 -1.452644 -1.352883 0.168 -0.038 0.034
C 5.326415 -2.046703 -2.535709 0.016 -0.008 -0.061
Sb 2.497975 -0.838184 -1.598158 -0.139 -0.075 0.098
C 2.726794 0.751659 -3.073427 0.057 0.159 -0.035
C 1.343803 1.170542 -3.572832 0.020 -0.004 -0.039
C 3.721416 0.598721 -4.221302 0.012 -0.031 -0.055
C 1.744379 -2.500404 -2.778258 -0.070 -0.087 -0.052
C 2.038109 -2.499552 -4.274170 0.042 -0.010 -0.037
C 2.140319 -3.827439 -2.132428 0.063 -0.030 -0.003
H 6.360042 -0.577265 -0.478316 -0.040 0.009 -0.019
H 4.863460 0.076801 0.181260 0.008 -0.026 -0.054
H 5.403850 0.563805 -1.433806 -0.019 -0.038 0.006
H 4.472703 -2.225735 -0.583259 -0.018 0.004 -0.038
H 5.439844 -1.334978 -3.355508 0.002 -0.014 0.042
H 4.836246 -2.932730 -2.942139 0.005 0.036 0.029
H 6.337741 -2.344845 -2.224488 -0.028 0.003 0.005
H 3.097109 1.562259 -2.432676 -0.034 0.014 -0.048
H 0.842687 0.376739 -4.135844 0.021 0.020 0.015
H 1.426382 2.045617 -4.230904 0.000 -0.011 0.031
H 0.681050 1.440258 -2.750305 0.089 0.004 -0.008
H 3.531950 -0.286752 -4.833533 -0.007 0.067 0.052
H 4.753773 0.544964 -3.869252 -0.036 0.005 0.009
H 3.647162 1.472505 -4.883965 0.011 -0.023 0.023
H 0.666748 -2.372623 -2.645860 0.022 -0.034 -0.031
H 3.111199 -2.567758 -4.479513 -0.043 -0.003 0.021
H 1.656465 -1.606416 -4.772191 0.003 -0.019 0.038
H 1.561575 -3.369063 -4.747293 0.007 0.027 0.020
H 3.214685 -4.018294 -2.214372 -0.037 0.019 -0.016
H 1.623175 -4.655431 -2.634724 0.000 0.023 0.028
H 1.882347 -3.870059 -1.073224 0.025 0.021 -0.046